[1]
Below is the ion C4H12N3 with charge +1, with properties calculated with wB97M-V/def2-TZVPD.

Geometry as ORCA input:
```
! RIJCOSX wB97M-V def2-TZVPD def2/J DEFGRID3
* xyz 1 1
H 1.529 -1.496 1.524
N 1.315 -0.800 0.833
C 1.624 -1.215 -0.355
N 0.673 -1.513 -1.238
C -0.294 -0.423 -1.277
C -1.272 -0.305 -0.154
C -1.342 0.945 0.870
N 0.066 1.541 0.827
H 2.700 -1.157 -0.552
H 0.942 -1.683 -2.147
H 0.356 0.491 -1.093
H -0.594 -0.134 -2.294
H -2.184 -0.328 -0.693
H -1.022 -1.130 0.590
H -2.009 1.735 0.613
H -1.434 0.626 1.919
H 0.595 0.732 1.291
H 0.051 2.356 1.453
H 0.300 1.760 -0.116
*
```

- SMILES: [H]/N=C/NCCC[NH3+]
- HOMO energy: -12.6 eV
- LUMO level: -3.414 eV


[2]
Below is a structure of composition C4H12N3, with properties calculated with wB97M-V/def2-TZVPD.

Geometry as ORCA input:
```
! RIJCOSX wB97M-V def2-TZVPD def2/J DEFGRID3
* xyz 1 1
C 1.785 0.706 1.297
C 1.206 -0.233 2.030
N 1.112 1.905 0.873
H 2.783 0.585 0.896
H 1.740 -1.148 2.237
H 0.205 -0.101 2.424
H 0.573 1.653 -0.245
H 0.315 2.082 1.479
H 1.726 2.716 0.879
C -1.793 -2.071 -0.891
N -1.609 -0.689 -1.376
C -0.441 -0.109 -1.311
N -0.210 1.206 -1.242
H -2.759 -2.438 -1.224
H -1.020 -2.700 -1.324
H -1.738 -2.084 0.196
H -2.405 -0.056 -1.300
H 0.413 -0.797 -1.260
H 0.118 1.574 -2.136
*
```

- HOMO energy: -13.2 eV
- LUMO level: -3.379 eV


[3]
Below is a cluster of 2 separate species, C4H12N3 in total, with properties calculated with wB97M-V/def2-TZVPD.

Geometry as ORCA input:
```
! RIJCOSX wB97M-V def2-TZVPD def2/J DEFGRID3
* xyz 1 1
N -0.459 0.234 1.195
C 1.017 0.475 1.544
N 1.327 1.146 2.757
H -0.861 -0.205 2.019
H -0.845 1.160 1.026
H 1.466 -0.518 1.545
H 1.479 0.970 0.689
H 0.984 2.101 2.745
H 0.903 0.712 3.569
C -0.503 -0.230 -2.263
C -0.928 1.026 -2.274
C -0.064 -2.246 -1.271
N -0.497 -1.058 -1.115
H -0.226 -0.726 -3.190
H -1.505 1.387 -1.425
H -1.017 1.680 -3.127
H 0.222 -2.851 -0.419
H 0.054 -2.647 -2.277
H -0.548 -0.410 0.270
*
```

- HOMO energy: -13.7 eV
- LUMO level: -3.641 eV


[4]
Below is the ion C4H12N3 with charge +1, with properties calculated with wB97M-V/def2-TZVPD.

Geometry as ORCA input:
```
! RIJCOSX wB97M-V def2-TZVPD def2/J DEFGRID3
* xyz 1 3
C 0.250 -0.386 -0.549
C 1.219 0.306 0.473
C -1.757 0.755 -0.018
C 2.700 0.368 -0.005
N -1.168 -0.405 -0.232
N -3.110 0.893 0.140
N -1.939 -1.591 -0.071
H 0.282 0.250 -1.499
H 0.555 -1.347 -0.730
H 0.992 1.335 0.640
H -1.217 1.724 0.055
H 3.196 -0.537 0.423
H 3.264 1.278 0.353
H 2.836 0.403 -1.040
H -3.400 1.901 0.197
H -3.907 0.286 0.194
H -1.845 -1.965 0.804
H 1.076 0.010 1.512
H -1.614 -2.126 -0.800
*
```

- HOMO energy (spin up / spin down): -10.3 / -15.2 eV
- ⟨S²⟩: 2.007
- LUMO level (spin up / spin down): -2.872 / -7.726 eV


[5]
Below is a structure of composition C4H12N3O, with properties calculated with wB97M-V/def2-TZVPD.

Geometry as ORCA input:
```
! RIJCOSX wB97M-V def2-TZVPD def2/J DEFGRID3
* xyz 0 2
C -0.216 1.423 0.474
O -0.085 1.022 1.782
C 0.752 2.573 0.160
N 0.658 2.875 -1.278
H -0.104 0.607 -0.233
H -1.207 1.838 0.175
H 0.549 3.433 0.844
H 1.748 2.252 0.433
H -0.102 3.496 -1.502
H 1.480 3.346 -1.571
C -0.730 -2.194 -0.550
C -0.058 -2.361 0.670
N 0.222 -1.480 1.683
N -0.795 -3.402 -1.357
H -1.461 -1.367 -0.685
H 0.370 -3.340 0.864
H 1.080 -1.656 2.164
H 0.033 -0.174 1.709
H -0.341 -3.253 -2.265
H -1.794 -3.636 -1.518
*
```

- HOMO energy (spin up / spin down): -8.2 / -8.1 eV
- ⟨S²⟩: 0.787
- LUMO level (spin up / spin down): 0.709 / -2.149 eV


[6]
Below is the ion C4H12N3O with charge +1, with properties calculated with wB97M-V/def2-TZVPD.

Geometry as ORCA input:
```
! RIJCOSX wB97M-V def2-TZVPD def2/J DEFGRID3
* xyz 1 1
C 0.129 2.797 1.494
C -0.334 1.487 0.951
O -1.245 0.807 1.414
C 0.425 0.926 -0.266
C 0.500 -0.649 -0.506
N 0.027 -1.420 0.641
N -0.235 -1.165 -1.725
N -0.452 -2.538 -1.550
H 0.893 3.052 0.734
H -0.644 3.630 1.626
H 0.544 2.861 2.530
H 1.405 1.360 -0.465
H -0.304 1.368 -0.951
H 1.493 -0.962 -0.603
H -0.777 -0.962 1.160
H 0.818 -1.580 1.229
H -0.147 -2.346 0.181
H -1.205 -0.715 -1.949
H -1.222 -2.887 -2.056
H 0.331 -3.064 -1.891
*
```

- SMILES: CC(=O)C[C@@H]([NH3+])NN
- HOMO energy: -13.2 eV
- LUMO level: -3.054 eV


In order of appearance, relative energy (zero: lowest compared OMol25 entry of this formula, charge and spin) = 427.5, 257.0, 244.7, 176.7, 195.7, 281.1 kJ/mol.
In order of appearance, max |F| = 4.4, 1.3, 1.4, 6.3, 3.5, 3.5 eV/Å.